# 1
116
Properties=species:S:1:pos:R:3:forces:R:3:lowdin_charge:R:1 method="wB97M-V/def2-TZVPD" e_homo_ev=-7.73 orbital_gap_ev=7.45 total_charge=0 relative_energy_kcal_mol=195.79
H -14.32307 -11.86319 -15.66323 -0.554 -0.202 0.488 0.08
H -15.01289 -15.56009 -13.24199 0.461 -1.023 0.104 0.14
N -10.63593 -8.27085 -19.67569 2.733 -4.874 -4.352 0.13
H -11.91763 -15.12248 -17.03965 -1.236 -0.398 0.184 0.05
C -10.98201 -7.64451 -18.62083 0.369 -2.512 8.277 -0.65
N -12.14793 -12.16757 -19.12607 -5.873 5.726 6.739 0.13
H -10.78867 -9.66688 -15.37163 1.070 0.891 -0.353 0.03
H -6.85757 -13.54971 -11.75955 -0.066 -0.116 -0.442 0.10
H -15.69741 -6.49962 -14.58116 2.038 0.203 -0.413 0.14
H -13.43062 -9.93642 -20.99398 -0.193 0.141 1.206 0.16
C -8.50766 -7.98328 -15.13033 -3.181 -3.926 -0.371 -0.08
N -14.72822 -6.30484 -14.96052 -0.969 -0.215 1.344 0.14
H -13.31872 -13.79003 -16.12212 -0.245 0.463 -1.232 0.04
H -13.66409 -12.55837 -9.50546 -0.259 0.187 -0.261 0.06
H -14.36519 -9.09130 -17.17459 1.808 0.181 -2.005 0.18
H -10.48907 -9.97609 -17.47474 0.675 -0.475 -1.153 0.08
N -12.29393 -16.74401 -13.99647 4.025 -2.674 1.614 0.15
H -12.92318 -10.54452 -11.98575 0.706 0.094 0.357 0.08
H -12.21641 -17.26431 -13.05039 0.382 0.734 -2.737 0.17
H -13.53998 -11.70144 -13.20470 0.812 -0.307 -0.169 0.06
O -14.38064 -9.90041 -13.29762 -1.328 -0.407 -0.123 -0.11
H -12.67336 -12.63006 -18.36387 -0.233 0.712 0.503 0.11
C -13.24576 -15.88533 -13.94658 -1.418 5.772 -5.097 -0.59
O -8.32769 -9.34254 -14.54252 -0.901 0.068 -0.779 -0.20
H -8.85063 -15.55438 -13.47400 1.745 -0.652 -0.903 0.04
H -12.30300 -13.26163 -8.78206 1.142 -0.193 0.859 0.06
O -12.41674 -7.19922 -15.18391 -6.528 2.195 3.188 -0.14
O -13.27722 -14.69210 -14.70165 0.302 -5.471 4.173 -0.12
H -7.71577 -7.32662 -15.00544 1.763 0.696 0.383 0.06
N -11.12513 -12.51272 -20.83276 4.040 -1.837 -6.090 0.16
H -12.18656 -9.37870 -19.91535 -1.417 -0.204 0.200 0.09
C -10.71204 -7.94057 -12.52364 2.879 -0.888 -3.589 -0.21
N -8.72242 -11.88226 -19.04119 3.126 -6.473 -5.589 0.17
H -9.44369 -7.59303 -14.73577 0.136 0.494 0.349 0.04
H -10.66543 -8.73527 -13.25668 -0.107 -0.202 -0.450 0.08
O -12.00010 -14.39201 -19.62729 1.556 6.129 -2.115 -0.09
N -13.65535 -9.06816 -17.98921 -3.118 -0.057 3.610 0.21
C -9.52211 -15.39750 -12.68800 0.120 1.710 0.435 -0.13
O -8.68877 -10.84255 -11.87092 -0.873 -5.105 0.780 -0.04
H -10.51247 -13.24868 -11.45152 -1.347 1.791 0.342 0.07
H -8.12263 -13.37505 -16.93381 -0.271 -0.209 -0.356 0.05
N -13.14232 -9.79628 -20.00969 3.328 -0.124 -4.480 0.11
H -7.78059 -12.25628 -19.17307 -0.582 0.357 0.109 0.14
C -12.32203 -13.52324 -10.94513 0.163 -0.741 -0.445 -0.35
H -12.37578 -10.06235 -15.00430 0.375 -0.523 -0.243 0.08
C -14.05777 -9.61289 -19.10169 -9.227 -0.714 -0.414 -0.62
O -10.33115 -14.34984 -13.10595 1.009 1.943 2.196 -0.12
H -6.82150 -12.44027 -16.30040 0.524 1.674 0.029 0.05
H -11.66320 -10.87598 -16.44182 0.240 0.511 1.100 0.07
H -12.91071 -7.88073 -12.75962 -1.749 1.627 -0.615 0.11
N -7.34774 -11.75381 -13.22954 1.241 0.658 -11.517 0.11
N -7.24352 -12.65678 -11.51680 -1.237 -4.467 9.911 0.12
H -8.96324 -10.05131 -14.96040 1.851 2.184 0.698 0.07
O -13.49305 -13.24790 -16.95144 0.623 -1.023 1.390 -0.18
N -10.14182 -10.62113 -18.22789 -3.131 3.409 2.223 0.13
H -7.23815 -14.80718 -14.96324 -0.052 0.380 -0.187 0.09
H -10.05396 -16.27385 -12.52874 -1.053 -1.831 0.578 0.05
H -7.63346 -12.63283 -10.53070 1.029 -0.829 -0.961 0.14
H -10.40546 -15.54837 -17.66887 0.884 -0.940 -1.574 0.06
H -9.44454 -12.21270 -19.70443 0.737 0.279 0.892 0.10
H -10.70991 -13.15778 -21.46431 0.185 -0.344 -0.855 0.13
C -8.89711 -10.97414 -18.21397 6.387 5.216 6.327 -0.60
H -15.45039 -12.71106 -16.88234 -0.997 -0.231 0.588 0.09
H -11.10664 -11.58618 -21.13006 -0.315 1.569 -0.036 0.10
C -11.43230 -10.49777 -15.41001 -2.466 -1.342 0.165 -0.07
C -12.98950 -13.40304 -9.56702 -0.486 -0.202 -1.841 -0.05
H -7.74705 -10.97675 -13.79946 0.873 -0.751 0.140 0.09
O -7.75819 -10.44661 -17.47469 -6.216 -2.395 -3.611 -0.15
O -10.88325 -8.15691 -17.33379 -0.610 2.587 -6.235 -0.11
H -10.86444 -11.21391 -18.66467 0.700 -0.030 0.764 0.05
H -10.88937 -8.07070 -20.67466 0.615 0.194 1.905 0.16
H -9.54293 -15.85166 -15.72470 0.513 0.016 -0.120 0.07
H -8.79087 -8.20746 -16.15250 0.671 0.628 -0.534 0.05
H -10.99065 -14.53821 -13.72833 -1.361 -0.871 -1.667 0.02
O -10.44239 -15.55884 -15.62696 -0.710 0.406 -0.596 -0.14
N -14.30907 -16.31582 -13.31746 -4.063 1.448 2.098 0.15
H -11.49246 -16.59229 -14.67515 -0.823 0.040 1.187 0.11
O -9.55573 -11.89880 -14.94836 -2.819 3.551 -2.444 -0.09
H -9.02064 -15.07210 -11.75541 -0.089 -0.324 -0.540 0.10
H -10.86351 -11.45640 -13.48420 -0.576 0.431 -0.037 0.10
H -11.56974 -12.57466 -14.65467 0.208 0.503 -0.299 0.10
H -6.42085 -14.10324 -16.74643 -0.819 0.843 -0.462 0.11
C -14.49387 -12.30600 -16.63755 0.856 -0.517 0.128 -0.12
C -13.77574 -10.88967 -12.52704 -0.433 -1.440 -0.625 -0.16
O -15.39558 -9.94504 -19.37415 6.915 1.430 1.496 -0.13
H -11.51943 -6.11384 -19.88444 0.215 -1.328 1.755 0.16
H -12.76450 -8.67345 -17.80245 1.168 0.171 0.520 0.04
H -11.87682 -14.51489 -11.20057 -1.034 -0.054 0.776 0.11
C -13.60950 -6.92488 -14.46116 5.025 -1.646 -4.696 -0.52
H -7.00354 -12.57228 -13.83155 -0.539 1.730 1.357 0.12
O -11.24678 -12.66506 -11.08410 2.563 -0.016 -0.183 -0.11
C -8.09840 -11.97865 -12.23213 0.092 9.322 1.674 -0.67
H -13.83974 -9.13084 -13.26510 0.315 0.397 -0.338 -0.03
C -7.21361 -13.40495 -16.35864 1.147 -2.301 -0.326 -0.11
H -10.15138 -9.16125 -19.42546 -0.154 0.526 -0.613 0.11
O -11.71071 -8.18880 -11.67560 -1.938 0.028 3.208 -0.09
H -11.30649 -8.01274 -10.81395 -1.028 -0.250 0.097 0.13
H -14.71244 -6.25010 -15.92810 -0.014 0.316 -1.987 0.06
H -14.53142 -17.19835 -12.80910 0.969 1.196 -0.999 0.14
C -10.87901 -15.01632 -16.91587 0.533 1.223 1.263 -0.07
H -11.99357 -5.87855 -18.28502 0.656 -1.165 0.249 0.14
C -10.96168 -11.65187 -14.55638 1.671 -0.819 0.509 -0.21
C -11.80725 -13.04311 -19.90055 -0.536 -11.644 0.405 -0.68
H -9.76890 -8.02658 -12.08444 1.635 -0.178 1.057 0.08
H -12.53904 -11.22917 -19.53221 0.591 -2.023 0.975 0.10
H -9.19981 -12.66155 -14.62586 1.085 -3.384 1.717 -0.02
O -7.46015 -13.87065 -15.04555 -0.453 -0.885 1.024 -0.17
H -10.67293 -7.03206 -13.08293 -0.865 1.095 -0.146 0.07
H -14.65900 -7.42253 -12.82426 0.545 0.153 0.002 0.13
H -14.34489 -11.53349 -17.31878 0.036 1.607 -1.264 0.02
N -11.54906 -6.55461 -18.91918 -3.386 7.618 -1.434 0.18
H -10.67596 -13.93599 -17.04290 0.227 -0.449 0.496 0.09
N -13.74395 -7.40378 -13.26911 1.224 -0.962 3.273 0.13
H -14.47499 -11.38495 -11.86838 -0.493 0.342 0.637 0.07
H -13.54655 -14.31315 -9.45619 -0.525 -0.439 0.566 0.06
H -12.98956 -13.30818 -11.78642 -0.610 -0.190 0.288 0.09

=====

# 2
40
Properties=species:S:1:pos:R:3:forces:R:3:nbo_charge:R:1 method="wB97M-V/def2-TZVPD" e_homo_ev="-7.63 / -9.33" spin_multiplicity=6 orbital_gap_ev="6.80 / 5.63" total_charge=0 relative_energy_kcal_mol=0.00
C 0.78468 2.30175 2.45419 0.009 -0.001 0.025 -0.23
H 0.44469 2.59159 0.36565 0.010 -0.001 0.005 0.22
C -2.47714 -2.25892 -4.03230 -0.107 0.368 0.292 0.37
Cl 1.47730 -1.92066 -0.06365 -0.009 0.063 -0.057 0.03
C 0.86329 0.24097 -1.56002 0.009 0.171 -0.079 -0.36
O -2.59000 -1.82403 -5.14434 0.002 -0.093 -0.084 -0.43
H 1.05027 -0.11217 5.66571 0.071 -0.017 0.012 0.40
C -2.02389 -1.51157 -2.81749 -0.003 -0.228 -0.021 0.26
N -0.36914 0.80321 1.00749 -0.016 -0.083 -0.139 -0.49
C 3.42476 0.34682 -2.72554 0.053 0.003 -0.033 -0.08
C 3.10944 -0.65135 -1.80680 0.037 -0.069 0.050 -0.12
Ir -1.07082 0.29924 -0.84327 -0.043 -0.320 0.265 1.10
Cl 4.28907 -1.83075 -1.38842 -0.020 0.016 -0.003 0.06
O -3.27250 -4.56016 -4.20217 -0.063 -0.002 -0.006 -0.41
C -1.96016 -2.38099 -1.66919 0.018 -0.176 -0.129 0.35
H -1.13729 -0.92567 1.83250 0.012 -0.004 0.003 0.23
N 1.01956 0.87060 5.88436 -0.051 -0.080 -0.102 -0.76
C 0.30441 1.95098 1.22656 -0.034 0.018 -0.045 0.05
S 1.74540 3.32408 5.21160 -0.054 -0.238 -0.022 0.27
O -1.72830 -0.29189 -2.74748 -0.007 0.088 -0.095 -0.55
Cl 2.84579 2.57272 -4.15720 0.010 -0.038 0.025 0.07
O -2.38395 -4.74523 -1.36141 0.000 -0.153 -0.023 -0.43
N -3.04499 2.29760 2.12198 -0.007 -0.007 0.005 -0.35
O -1.60659 -1.98387 -0.54295 -0.045 0.048 0.039 -0.57
Cl 0.03235 2.46372 -2.78734 0.009 0.013 0.012 0.05
C -0.57753 -0.02559 2.05011 -0.026 0.024 -0.037 0.07
C 1.22193 1.23730 -2.45740 -0.044 0.074 -0.011 -0.07
H 1.32685 3.23315 2.54776 0.010 -0.025 0.032 0.23
S -3.23508 1.01459 -0.42112 0.118 0.174 0.143 -0.01
H 1.39455 1.12323 6.78205 -0.031 0.090 0.002 0.41
H -0.38879 -0.44742 4.09662 0.033 0.023 0.028 0.22
C 0.58902 1.44400 3.56682 -0.108 -0.053 -0.133 -0.09
C -2.37023 -3.77588 -2.06206 -0.189 0.418 -0.052 0.36
C -2.80106 -3.68043 -3.54914 0.338 -0.213 0.111 0.38
Cl 4.98404 0.40077 -3.44607 -0.035 -0.001 0.015 0.07
C -0.12987 0.24761 3.31095 -0.018 0.005 0.004 -0.24
C 1.07034 1.75889 4.84520 0.145 0.300 0.205 0.00
C -3.12516 1.77782 1.09489 -0.014 -0.076 -0.197 0.04
C 2.47433 1.31180 -3.05108 -0.011 0.050 -0.022 -0.09
C 1.84040 -0.68585 -1.22801 0.051 -0.069 0.019 0.02